[1]
{"formula": "C12H14ClN5O13SV", "method": "ωB97M-V/def2-TZVPD", "mol_weight_g_mol": 554.730, "fmax_ev_per_a": 0.175, "lumo_energy_ev": [4.2, 4.2], "homo_ha": [-0.0556, -0.1297], "gap_ev": [5.7, 7.7], "de_lowest_kcal_mol": 0.00, "total_charge": -2, "energy_ha": -3520.11503, "s_squared": 3.76, "spin_multiplicity": 4, "species": ["V", "C", "C", "N", "C", "C", "N", "C", "O", "O", "C", "O", "O", "H", "H", "H", "H", "H", "O", "S", "O", "O", "O", "O", "Cl", "O", "O", "O", "N", "C", "O", "C", "C", "C", "N", "C", "C", "H", "H", "H", "H", "H", "H", "N", "H", "H", "H"], "coordinates": [[-0.115, 0.173, 0.042], [-2.629, 2.962, 0.883], [-2.712, 2.138, -0.346], [-1.871, 1.184, -0.683], [-2.298, 0.660, -1.870], [-3.426, 1.314, -2.279], [-3.669, 2.246, -1.296], [-4.311, 1.206, -3.453], [-3.993, 0.293, -4.336], [-5.279, 1.941, -3.561], [-1.520, -0.461, -2.482], [-1.916, -0.915, -3.586], [-0.522, -0.847, -1.830], [-1.661, 3.468, 0.911], [-2.685, 2.305, 1.753], [-3.441, 3.690, 0.915], [-4.445, 2.885, -1.317], [-3.128, -0.225, -4.052], [2.503, 2.603, 1.264], [1.152, 2.497, 0.719], [0.507, 3.791, 0.533], [0.299, 1.583, 1.580], [1.192, 1.715, -0.590], [-1.052, -1.670, 3.199], [-2.074, -1.422, 2.223], [-3.018, -2.505, 2.197], [-2.740, -0.176, 2.481], [-1.445, -1.359, 0.891], [5.517, -2.959, 3.124], [4.660, -3.585, 2.258], [4.763, -4.771, 2.006], [3.610, -2.705, 1.660], [3.775, -1.334, 1.517], [2.739, -0.572, 1.003], [1.571, -1.117, 0.644], [1.417, -2.439, 0.765], [2.408, -3.268, 1.255], [6.130, -3.557, 3.650], [5.261, -2.073, 3.523], [4.700, -0.838, 1.782], [2.829, 0.504, 0.899], [0.449, -2.826, 0.472], [2.247, -4.333, 1.346], [0.761, 1.808, -3.648], [-0.173, 2.162, -3.826], [0.672, 0.797, -3.668], [0.964, 2.033, -2.673]]}

[2]
{"formula": "C12H14F5IN2OSnTe", "method": "ωB97M-V/def2-TZVPD", "mol_weight_g_mol": 670.462, "fmax_ev_per_a": 1.710, "lumo_energy_ev": -1.4, "homo_ha": -0.2862, "gap_ev": 6.4, "de_lowest_kcal_mol": 0.00, "energy_ha": -1929.84191, "species": ["C", "C", "H", "H", "H", "H", "H", "H", "C", "C", "C", "C", "H", "H", "H", "H", "N", "C", "C", "N", "C", "C", "C", "H", "H", "C", "H", "H", "Sn", "I", "F", "Te", "F", "F", "F", "F", "O"], "coordinates": [[0.000, -0.151, 4.444], [-0.798, 1.079, 4.007], [-0.586, -1.072, 4.444], [0.382, -0.022, 5.466], [0.904, -0.336, 3.837], [-1.245, 0.977, 3.014], [-1.610, 1.228, 4.725], [-0.151, 1.963, 4.022], [0.255, -3.107, -0.672], [0.416, -3.855, -1.830], [-0.134, -3.364, -3.014], [-0.781, -2.132, -2.980], [0.662, -3.464, 0.274], [0.953, -4.798, -1.766], [-0.056, -3.915, -3.938], [-1.255, -1.708, -3.868], [-0.310, -1.883, -0.639], [-0.806, -1.374, -1.803], [-1.267, 0.035, -1.794], [-1.100, 0.739, -0.646], [-1.300, 2.069, -0.676], [-1.951, 2.047, -2.983], [-1.713, 2.763, -1.809], [-1.082, 2.612, 0.240], [-1.832, 3.840, -1.756], [-1.767, 0.666, -2.958], [-1.982, 0.054, -3.829], [-2.282, 2.545, -3.890], [0.056, -0.484, 1.268], [1.957, -2.426, 2.443], [3.716, 0.791, 1.729], [2.654, 1.593, 0.369], [1.584, 2.585, -0.832], [3.585, 3.223, 0.698], [1.327, 2.040, 1.697], [3.833, 1.225, -1.050], [1.724, 0.016, 0.057]]}

[3]
{"formula": "C12H14F5N2NiO5S3Te", "method": "ωB97M-V/def2-TZVPD", "mol_weight_g_mol": 643.737, "fmax_ev_per_a": 7.432, "lumo_energy_ev": [2.0, 2.0], "homo_ha": [-0.2102, -0.2097], "gap_ev": [7.7, 7.7], "total_charge": -1, "energy_ha": -4421.70619, "s_squared": 2.01, "spin_multiplicity": 3, "species": ["Ni", "C", "C", "C", "C", "C", "C", "C", "S", "O", "O", "N", "C", "C", "O", "O", "H", "H", "H", "H", "H", "H", "H", "H", "H", "F", "Te", "F", "F", "F", "F", "O", "S", "C", "N", "C", "C", "S", "H", "H", "H", "H", "H"], "coordinates": [[-0.129, -0.090, -0.136], [3.401, -0.501, -3.674], [2.490, -1.168, -2.690], [2.973, -1.683, -1.492], [2.111, -2.227, -0.551], [0.747, -2.231, -0.800], [0.249, -1.771, -2.024], [1.128, -1.256, -2.965], [-0.476, -2.766, 0.419], [0.119, -3.531, 1.480], [-1.528, -3.423, -0.321], [-1.092, -1.326, 0.951], [-1.180, -1.150, 2.350], [-0.313, 0.083, 2.819], [0.064, 0.144, 3.956], [-0.175, 0.972, 1.893], [4.439, -0.754, -3.481], [3.290, 0.581, -3.587], [3.145, -0.783, -4.695], [4.028, -1.623, -1.268], [2.476, -2.606, 0.391], [-0.802, -1.913, -2.244], [0.743, -0.895, -3.908], [-0.832, -2.042, 2.880], [-2.208, -0.912, 2.651], [3.607, 0.478, 1.117], [1.822, 1.313, 1.061], [1.603, -0.637, 1.576], [2.192, 1.725, 2.896], [0.791, 3.040, 1.134], [3.099, 2.729, 0.613], [1.375, 1.037, -0.638], [-1.830, 0.767, -1.809], [-2.759, 1.527, -0.673], [-2.320, 2.021, 0.474], [-3.264, 2.667, 1.351], [-4.639, 2.158, 0.938], [-4.490, 1.791, -0.853], [-1.326, 1.991, 0.721], [-3.185, 3.754, 1.230], [-3.034, 2.414, 2.389], [-5.435, 2.879, 1.094], [-4.876, 1.213, 1.427]]}

[4]
{"formula": "C12H14F6O4PS", "method": "ωB97M-V/def2-TZVPD", "mol_weight_g_mol": 399.269, "fmax_ev_per_a": 5.180, "lumo_energy_ev": 1.7, "homo_ha": -0.2621, "gap_ev": 8.8, "total_charge": -1, "energy_ha": -2105.38239, "species": ["O", "C", "C", "C", "C", "C", "C", "O", "S", "O", "O", "C", "C", "C", "C", "C", "C", "H", "H", "H", "H", "H", "H", "H", "H", "H", "H", "H", "H", "H", "H", "F", "P", "F", "F", "F", "F", "F"], "coordinates": [[-2.658, -3.125, 0.856], [-1.744, -2.519, 0.248], [-0.479, -3.387, -0.247], [0.938, -2.714, 0.076], [2.048, -3.171, -1.011], [3.353, -2.243, -0.709], [3.961, -2.543, 0.753], [3.249, -3.555, 1.510], [1.629, -3.113, 1.746], [1.639, -1.831, 2.558], [0.969, -4.261, 2.444], [-1.744, -0.937, -0.029], [-2.317, -0.026, 1.076], [-2.310, 1.512, 0.895], [-1.747, 2.127, -0.403], [-1.180, 1.221, -1.541], [-1.173, -0.304, -1.327], [-0.539, -4.468, 0.103], [-0.567, -3.422, -1.401], [0.885, -1.571, 0.002], [2.343, -4.269, -0.832], [1.682, -3.009, -2.078], [4.123, -2.293, -1.556], [2.957, -1.164, -0.700], [4.023, -1.529, 1.296], [5.022, -2.962, 0.583], [-2.743, -0.472, 2.028], [-2.722, 2.186, 1.716], [-1.741, 3.259, -0.516], [-0.788, 1.702, -2.492], [-0.739, -0.991, -2.140], [-1.343, 8.330, -0.210], [-1.946, 6.840, -0.130], [-0.461, 6.362, 0.267], [-2.373, 7.347, -1.597], [-3.502, 6.504, 0.105], [-2.172, 7.120, 1.439], [-1.832, 5.370, -0.783]]}